Here is C4H11NO3 as an isolated structure in a non-equilibrium geometry from the Open Molecules 2025 dataset. Energies are from wB97M-V/def2-TZVPD.

Calculated values
**F_max**: 6.65 eV/Å
**E_HOMO**: -8.01 eV
**Lowest unoccupied orbital energy**: 0.60 eV
**ΔE to the lowest compared entry with this formula, charge and spin**: 3.674 eV
**Orbital gap**: 8.6098 eV
**Spin multiplicity**: 1

```
19
Properties=species:S:1:pos:R:3:forces:R:3
C 1.14642 0.19496 0.29687 5.02 -2.41 -2.73
C -1.38369 0.27381 0.42772 1.80 -1.12 -1.41
C 2.49494 -0.80541 -0.70261 -1.28 2.57 1.99
C -2.53186 -0.65284 0.14453 0.03 -0.02 0.00
N 0.14857 -0.58934 -0.17972 -6.22 1.50 1.79
O 1.39726 -0.00873 1.61772 -0.25 -0.14 0.83
O 1.25554 1.51527 -0.03739 -0.26 0.88 -0.27
O -1.50158 1.53453 -0.22572 0.07 -0.51 0.22
H 2.01830 0.66625 1.91858 -0.13 -0.03 -0.17
H 0.36560 1.88844 -0.19188 0.24 -0.21 0.09
H -1.89372 1.40417 -1.09792 0.00 -0.03 0.06
H 0.01089 -0.42590 -1.16934 0.28 -0.02 -0.10
H -1.23573 0.48470 1.48573 0.30 -0.16 -0.20
H 2.24174 -0.93187 -1.74870 -0.28 0.01 -0.03
H 2.60097 -1.73257 -0.15483 0.03 -0.04 0.00
H 3.33409 -0.12520 -0.59868 0.42 -0.25 -0.07
H -3.49708 -0.18645 0.37273 0.18 0.05 0.03
H -2.54001 -0.95294 -0.90701 0.02 -0.01 0.02
H -2.43062 -1.55088 0.74988 0.02 -0.04 -0.04
```
Positions in Å, forces in eV/Å.

***

Here is a 2-piece molecular cluster, C4H11NO3 overall in a non-equilibrium geometry from the Open Molecules 2025 dataset. Energies are from wB97M-V/def2-TZVPD.

Calculated values
**F_max**: 1.97 eV/Å
**E_HOMO**: -9.90 eV
**Lowest unoccupied orbital energy**: 0.71 eV
**ΔE to the lowest compared entry with this formula, charge and spin**: 3.832 eV
**Orbital gap**: 10.6146 eV
**Spin multiplicity**: 1

```
19
Properties=species:S:1:pos:R:3:forces:R:3
C -2.38900 0.30524 -0.57514 -0.38 0.90 0.18
C -2.14996 -1.02453 0.03867 0.46 -1.89 0.31
O -2.67914 -1.22072 1.34286 0.70 0.42 -1.67
N -0.97051 -1.80555 -0.24231 0.42 0.09 0.22
O -2.24143 -2.13032 -0.85946 -1.42 0.20 0.70
H -1.59091 0.58866 -1.26925 -0.13 -0.27 0.12
H -2.44881 1.08142 0.19512 0.03 -0.18 -0.10
H -3.33534 0.30716 -1.12579 0.13 -0.06 0.14
H -2.24902 -2.01046 1.71485 -0.13 0.24 -0.35
H -0.46589 -1.46848 -1.06177 0.36 0.55 0.45
C 2.46982 1.70883 0.29149 0.03 0.29 -0.03
C 1.86938 0.38127 -0.11614 0.20 0.07 0.29
O 2.79662 -0.66668 0.11812 0.06 -0.30 0.28
H 1.77948 2.52878 0.07434 0.08 0.01 0.08
H 3.41113 1.88673 -0.23817 -0.18 -0.04 -0.02
H 2.69832 1.71539 1.36214 -0.11 0.03 -0.06
H 0.95688 0.17990 0.45128 -0.19 0.11 -0.07
H 1.62193 0.38314 -1.18169 0.12 -0.15 0.09
H 2.91644 -0.73980 1.08083 -0.03 0.00 -0.56
```
Positions in Å, forces in eV/Å.

***

Here is a 2-piece molecular cluster, C4H11NO3 overall in a non-equilibrium geometry from the Open Molecules 2025 dataset. Energies are from wB97M-V/def2-TZVPD.

Calculated values
**F_max**: 2.09 eV/Å
**E_HOMO**: -9.26 eV
**Lowest unoccupied orbital energy**: 0.57 eV
**ΔE to the lowest compared entry with this formula, charge and spin**: 1.149 eV
**Orbital gap**: 9.8239 eV
**Spin multiplicity**: 1

```
19
Properties=species:S:1:pos:R:3:forces:R:3
C 1.57080 1.54007 -0.15606 -0.57 -0.39 -0.52
C 0.28603 0.73563 0.10758 -0.41 1.35 -0.47
C 0.28238 -0.77228 -0.18084 1.51 0.13 1.45
N 1.57670 -1.45787 -0.17092 -0.12 -0.26 -0.52
C -0.48471 -1.41630 0.95683 -1.39 -0.79 -1.12
O -0.15231 -1.65428 2.07394 0.46 0.26 0.28
O -1.72477 -1.77583 0.48707 -0.17 0.14 -0.10
H 1.25910 2.56388 -0.36383 0.24 0.12 0.28
H 2.09065 1.20467 -1.05588 0.11 -0.10 0.11
H 2.23742 1.50357 0.70188 0.19 0.09 -0.09
H -0.54405 1.14248 -0.48905 0.84 -0.05 0.11
H -0.02687 1.02696 1.11546 0.08 -0.66 0.20
H -0.15969 -0.95277 -1.15495 -0.34 -0.18 0.18
H 1.92709 -1.56476 -1.10824 0.19 0.08 -0.03
H 2.28432 -1.04568 0.41147 -0.01 0.21 0.17
H -2.19820 -2.27308 1.16748 0.10 0.07 0.24
O -2.41384 1.23687 -0.74322 -0.31 0.28 -0.14
H -2.65245 0.39448 -0.34188 -0.24 -0.05 -0.13
H -3.15761 1.56426 -1.25685 -0.15 -0.26 0.11
```
Positions in Å, forces in eV/Å.

***

Here is a 2-piece molecular cluster, C4H11NO3 overall in a non-equilibrium geometry from the Open Molecules 2025 dataset. Energies are from wB97M-V/def2-TZVPD.

Calculated values
**F_max**: 5.17 eV/Å
**E_HOMO**: -9.51 eV
**Lowest unoccupied orbital energy**: 0.57 eV
**ΔE to the lowest compared entry with this formula, charge and spin**: 2.212 eV
**Orbital gap**: 10.0857 eV
**Spin multiplicity**: 1

```
19
Properties=species:S:1:pos:R:3:forces:R:3
N 2.71613 -1.34492 0.56639 0.09 1.04 2.63
C 2.32212 -0.98926 -0.69070 1.86 -1.92 -0.99
O 3.06639 -1.40962 -1.56469 -0.29 0.43 -0.97
C 0.99748 -0.39514 -1.08455 0.40 0.99 -0.03
C 0.06608 -0.19351 0.09910 -0.28 -1.19 1.85
C -1.43602 -0.02974 -0.28936 1.83 3.51 1.95
O -1.62132 -0.57863 -1.46238 -1.53 -2.32 -4.35
H 2.50532 -0.67313 1.36424 0.47 -1.66 -1.35
H 3.60884 -1.92703 0.58939 -1.74 1.59 -0.05
H 1.28552 0.52040 -1.68279 -0.69 -0.92 0.39
H 0.55195 -1.19962 -1.71755 0.50 0.89 0.18
H 0.17361 -1.22501 0.55486 -0.45 1.16 0.16
H 0.40294 0.54999 0.87802 -0.27 -0.61 -0.92
H -2.15986 -0.47028 0.33007 -0.43 -0.71 1.60
H -1.72876 1.05723 -0.32884 0.41 -0.42 0.28
H -1.16686 -0.09983 -2.14955 0.11 0.15 -0.35
O -3.43291 2.55569 2.17731 -2.54 -2.03 0.59
H -3.36910 3.17810 2.86276 0.42 1.34 1.13
H -2.78156 2.67430 1.54828 2.12 0.68 -1.72
```
Positions in Å, forces in eV/Å.

***

Here is a 2-piece molecular cluster, C4H11NO3 overall from the Open Molecules 2025 dataset. Energies are from wB97M-V/def2-TZVPD.

Calculated values
**F_max**: 0.74 eV/Å
**E_HOMO**: -9.77 eV
**Lowest unoccupied orbital energy**: 0.59 eV
**ΔE to the lowest compared entry with this formula, charge and spin**: 1.473 eV
**Orbital gap**: 10.3511 eV
**Spin multiplicity**: 1

```
19
Properties=species:S:1:pos:R:3:forces:R:3
O 0.58734 -3.29198 -0.78429 -0.06 0.04 0.05
C -0.11528 -2.31005 -0.65532 -0.02 -0.16 -0.11
N -0.64728 -1.62067 -1.69331 0.42 -0.01 0.24
C -1.26406 -0.30919 -1.63775 -0.60 0.18 -0.38
C -0.93663 0.53742 -0.41939 -0.57 -0.34 0.17
C 0.42867 1.18489 -0.35706 -0.19 0.03 -0.06
O 0.65907 2.00801 -1.49558 0.55 -0.33 -0.34
H -0.39457 -1.92052 0.33493 0.03 -0.01 -0.03
H -0.34703 -1.94838 -2.59502 0.02 -0.12 -0.12
H -0.95924 0.22549 -2.53558 0.18 0.15 0.00
H -2.35957 -0.39149 -1.74994 0.29 -0.10 0.29
H -1.12214 -0.02177 0.49968 0.17 -0.07 0.05
H -1.70220 1.30555 -0.37234 0.00 0.40 -0.18
H 0.42041 1.79976 0.53579 0.21 0.33 0.15
H 1.23584 0.47053 -0.23188 0.10 -0.31 -0.05
H 1.38690 1.61791 -2.01145 -0.52 0.35 0.33
O 1.67436 1.24504 5.02347 -0.24 0.68 -0.13
H 2.49146 0.80663 5.26341 -0.18 -0.44 -0.02
H 0.96395 0.61281 4.88162 0.42 -0.25 0.14
```
Positions in Å, forces in eV/Å.

***

Here is a 2-piece molecular cluster, C4H11NO3 overall in a non-equilibrium geometry from the Open Molecules 2025 dataset. Energies are from wB97M-V/def2-TZVPD.

Calculated values
**F_max**: 3.63 eV/Å
**E_HOMO**: -10.19 eV
**Lowest unoccupied orbital energy**: 0.80 eV
**ΔE to the lowest compared entry with this formula, charge and spin**: 0.580 eV
**Orbital gap**: 10.9844 eV
**Spin multiplicity**: 1

```
19
Properties=species:S:1:pos:R:3:forces:R:3
C -1.06602 -1.65977 0.02301 -0.50 -0.01 0.30
C -0.65756 -0.86664 -1.22063 1.91 -1.26 0.17
C -1.58332 0.10227 -1.83808 -2.44 2.36 -0.41
N 0.59197 -0.05291 -0.90497 -1.66 -1.78 -0.12
C 0.75768 0.47095 0.33830 3.22 1.52 0.68
O 0.01872 0.80958 1.24180 -1.04 -0.50 -0.69
O 2.11046 0.72158 0.45296 -0.07 0.05 -0.16
H -1.61109 -2.58312 -0.18538 -0.64 0.46 -0.35
H -1.56373 -1.03101 0.77323 -0.01 -0.37 -0.26
H -0.18722 -2.09228 0.48339 0.55 0.30 0.20
H -0.30433 -1.67552 -1.92530 -0.33 1.12 0.26
H -2.67082 -0.08784 -1.96857 0.70 -1.01 0.09
H -1.27671 0.52799 -2.81403 0.32 -0.52 0.54
H -1.68020 0.98740 -1.17056 0.47 -0.39 -0.19
H 1.40750 -0.57586 -1.19374 0.24 0.55 0.05
H 2.34603 1.30753 1.23323 -0.71 -0.81 -0.45
O 2.10060 1.70366 2.83449 0.23 0.06 0.32
H 1.18965 1.37623 2.70368 0.02 0.39 0.02
H 2.07839 2.61775 3.13718 -0.28 -0.16 -0.01
```
Positions in Å, forces in eV/Å.